78
Properties=species:S:1:pos:R:3 method="wB97M-V/def2-TZVPD" homo_energy_ev=-0.40 e_above_lowest_kj_mol=42.5 e_tot_ev=-91352.478 gap_ev=4.615 charge=-2 lumo_ha=0.1550
Ti -0.34 -0.53 -0.09
S -1.83 0.84 -1.41
C -2.55 -0.69 -2.07
N -3.79 -0.75 -2.48
N -4.53 0.45 -2.37
C -5.68 0.59 -3.04
C -6.44 1.78 -2.91
C -7.62 1.95 -3.60
C -8.13 0.94 -4.43
C -7.39 -0.23 -4.55
C -6.19 -0.42 -3.88
N -1.79 -1.81 -2.16
N -0.50 -1.72 -1.68
C 0.37 -2.62 -2.34
C -0.11 -3.54 -3.28
C 0.76 -4.41 -3.93
C 2.13 -4.38 -3.67
C 2.61 -3.46 -2.75
C 1.74 -2.60 -2.09
H -4.12 1.23 -1.89
H -6.07 2.57 -2.26
H -8.18 2.87 -3.48
H -9.07 1.07 -4.96
H -7.77 -1.03 -5.19
H -5.62 -1.34 -3.98
H -1.18 -3.55 -3.47
H 0.36 -5.11 -4.64
H 2.80 -5.05 -4.19
H 3.67 -3.40 -2.53
H 2.14 -1.89 -1.38
C 2.08 -1.87 3.28
C 2.83 -2.48 2.09
C 1.95 -3.49 1.36
C 3.46 -1.42 1.20
C 4.86 -1.38 1.15
C 5.54 -0.44 0.40
C 4.80 0.48 -0.33
C 3.41 0.49 -0.31
C 2.69 1.54 -1.14
C 1.88 0.93 -2.28
C 1.87 2.51 -0.29
C 2.75 -0.47 0.46
O 1.38 -0.50 0.51
H 1.89 -2.64 4.04
H 1.11 -1.48 2.97
H 2.66 -1.06 3.74
H 3.68 -3.04 2.48
H 1.09 -3.02 0.89
H 1.54 -4.21 2.09
H 2.51 -4.05 0.60
H 5.41 -2.11 1.72
H 6.62 -0.42 0.38
H 5.31 1.23 -0.93
H 3.49 2.13 -1.60
H 1.14 0.23 -1.91
H 2.52 0.36 -2.97
H 1.34 1.69 -2.83
H 0.92 2.08 0.04
H 1.62 3.40 -0.88
H 2.41 2.82 0.60
C 0.26 1.06 3.48
Te -1.35 1.22 2.05
C -0.56 3.42 2.35
C -0.24 3.46 3.81
C -0.43 4.57 4.64
C -0.14 4.50 6.00
C 0.33 3.32 6.56
C 0.49 2.20 5.75
C 0.20 2.26 4.39
H 1.17 1.02 2.89
H 0.15 0.12 4.02
H -1.24 4.20 2.03
H 0.34 3.43 1.72
H -0.80 5.49 4.21
H -0.29 5.37 6.63
H 0.56 3.26 7.62
H 0.83 1.26 6.18
Te -1.69 -1.73 1.87

78
Properties=species:S:1:pos:R:3 method="wB97M-V/def2-TZVPD" homo_energy_ev=-3.31 e_tot_ev=-117266.595 gap_ev=5.735 charge=-1 lumo_ha=0.0891
Zn -0.08 -1.37 1.33
S 0.61 -3.94 1.05
C -0.68 -3.95 2.16
C -1.27 -5.14 2.60
C -2.26 -5.12 3.56
C -2.70 -3.88 4.04
C -2.13 -2.78 3.55
N -1.13 -2.79 2.63
H -0.98 -6.11 2.13
H -2.64 -6.08 3.94
H -3.47 -3.78 4.83
H -2.40 -1.77 4.00
C 1.53 -1.79 -2.07
Si 0.43 -0.84 -3.31
C -0.68 -2.04 -4.15
C 1.63 -0.14 -4.57
C -1.03 0.42 -0.95
C -2.01 -0.71 -0.98
C -3.06 -0.79 -1.98
C -3.77 -1.99 -2.03
C -3.60 -3.01 -1.14
C -2.60 -2.79 -0.15
N -1.79 -1.74 -0.07
Si -1.98 1.93 -0.25
C -3.48 1.24 0.75
C -3.00 2.73 -1.73
C -1.12 3.08 0.91
H 2.11 -2.62 -2.51
H 1.00 -2.21 -1.22
H 2.13 -1.01 -1.61
H 0.01 -2.55 -4.84
H -1.54 -1.71 -4.67
H -0.88 -2.76 -3.37
H 2.42 -0.95 -4.90
H 2.15 0.48 -4.17
H 1.13 0.29 -5.52
H -3.24 -0.03 -2.63
H -4.44 -2.14 -2.84
H -4.02 -3.95 -1.31
H -2.36 -3.66 0.45
H -4.01 0.40 0.16
H -4.20 2.06 0.89
H -3.24 0.88 1.77
H -3.79 2.02 -2.09
H -2.53 3.04 -2.66
H -3.49 3.64 -1.41
H -0.43 2.47 1.44
H -1.77 3.52 1.62
H -0.66 3.96 0.53
N 7.11 5.54 -0.05
C 6.28 4.75 0.09
C 5.25 3.72 0.28
C 5.31 2.36 0.02
C 4.23 1.50 0.27
C 3.05 2.07 0.87
C 3.01 3.39 1.20
C 4.07 4.22 0.84
C 1.86 1.24 1.09
C 1.68 0.71 2.43
C 2.33 1.08 3.59
C 1.82 0.31 4.63
C 1.00 -0.64 4.09
N 0.95 -0.39 2.75
C 1.03 1.09 0.00
C 1.26 1.88 -1.22
C 0.48 1.78 -2.31
C -0.49 0.63 -2.34
N 0.02 0.16 0.02
H 6.22 1.97 -0.45
H 4.19 0.45 -0.05
H 2.20 3.84 1.69
H 3.89 5.30 0.89
H 2.85 2.04 3.64
H 1.95 0.40 5.68
H 0.44 -1.48 4.47
H 2.02 2.69 -1.14
H 0.57 2.46 -3.19
H -1.29 0.91 -3.02

85
Properties=species:S:1:pos:R:3 method="wB97M-V/def2-TZVPD" homo_energy_ev=-3.16 e_above_lowest_kj_mol=0.0 e_tot_ev=-144610.306 gap_ev=7.173 charge=-2 lumo_ha=0.1473
K -1.00 -0.44 -0.13
O -4.62 2.99 -0.04
C -3.80 2.04 0.09
O -2.67 1.93 -0.44
C -4.26 0.90 1.03
C -5.52 0.93 1.61
C -5.92 -0.15 2.38
C -5.05 -1.22 2.56
C -3.79 -1.15 1.98
N -3.42 -0.11 1.23
C -2.77 -2.29 2.20
O -3.24 -3.38 2.55
O -1.57 -1.96 2.02
H -6.15 1.79 1.42
H -6.90 -0.16 2.84
H -5.31 -2.10 3.13
O 1.17 -1.74 0.96
C 1.77 -2.76 0.17
C 0.99 -3.05 -1.19
O 1.16 -4.19 -1.64
O 0.35 -2.09 -1.67
C 3.13 -2.24 -0.26
C 3.55 -0.97 0.09
C 4.78 -0.48 -0.36
C 5.60 -1.27 -1.15
C 5.18 -2.54 -1.51
C 3.95 -3.02 -1.07
C 1.84 -4.02 1.03
C 3.02 -4.48 1.61
C 3.01 -5.58 2.47
C 1.82 -6.22 2.77
C 0.64 -5.75 2.21
C 0.65 -4.67 1.35
H 0.40 -2.10 1.43
H 2.91 -0.34 0.70
H 5.08 0.53 -0.09
H 6.55 -0.88 -1.51
H 5.80 -3.16 -2.14
H 3.60 -4.00 -1.38
H 3.96 -3.99 1.39
H 3.94 -5.92 2.90
H 1.81 -7.06 3.45
H -0.31 -6.22 2.46
H -0.28 -4.31 0.93
S -0.74 4.04 -4.31
C -1.99 2.92 -4.12
N -2.97 3.06 -3.22
C -4.07 2.12 -3.15
C -3.53 0.71 -3.31
C -2.83 0.61 -4.66
N -2.09 1.85 -4.95
H -2.75 3.58 -2.38
H -4.77 2.34 -3.97
H -4.58 2.28 -2.20
H -4.33 -0.03 -3.25
H -2.83 0.52 -2.49
H -3.56 0.45 -5.45
H -2.13 -0.22 -4.67
H -1.33 1.79 -5.60
N 3.26 4.18 -3.56
C 2.97 3.54 -2.37
C 1.97 2.58 -2.31
C 1.68 1.98 -1.09
N 2.32 2.25 0.05
C 3.31 3.13 -0.03
C 3.67 3.80 -1.19
H 2.49 4.17 -4.22
H 3.65 5.11 -3.46
H 1.37 2.35 -3.18
H 0.84 1.30 -1.06
H 3.85 3.34 0.89
H 4.48 4.53 -1.18
C -1.55 1.29 3.93
As -0.23 1.57 2.51
C -0.20 3.53 2.56
C 1.39 1.28 3.58
H -1.27 1.81 4.86
H -1.62 0.22 4.11
H -2.52 1.64 3.59
H -0.07 3.91 3.57
H -1.13 3.91 2.14
H 0.63 3.88 1.93
H 1.40 1.89 4.49
H 2.25 1.53 2.96
H 1.46 0.22 3.84